{"formula": "C32H37BiN6O3PS2", "method": "ωB97M-V with the def2-TZVPD basis set", "elements": ["Bi", "C", "C", "C", "C", "C", "C", "C", "N", "N", "C", "C", "C", "C", "C", "C", "N", "C", "C", "C", "C", "C", "C", "N", "H", "H", "H", "H", "H", "H", "H", "H", "H", "H", "H", "H", "H", "H", "H", "H", "H", "H", "H", "H", "O", "C", "C", "C", "C", "C", "C", "C", "N", "C", "C", "N", "H", "H", "H", "H", "H", "H", "H", "C", "C", "O", "P", "S", "S", "O", "C", "C", "H", "H", "H", "H", "H", "H", "H", "H", "H", "H"], "coordinates": [[0.216, 0.007, -0.473], [3.758, 0.549, -0.330], [3.551, 0.518, 1.183], [2.676, 1.633, 1.675], [2.872, 2.179, 2.941], [2.057, 3.214, 3.364], [1.070, 3.678, 2.504], [0.971, 3.089, 1.257], [1.749, 2.099, 0.847], [2.809, -0.232, -1.109], [2.871, 0.181, -2.503], [2.143, 1.476, -2.683], [2.650, 2.479, -3.475], [1.926, 3.654, -3.672], [0.708, 3.778, -2.991], [0.272, 2.751, -2.200], [0.944, 1.591, -2.055], [2.915, -1.669, -0.942], [1.877, -2.373, -1.770], [2.118, -3.609, -2.327], [1.141, -4.229, -3.099], [-0.073, -3.554, -3.280], [-0.258, -2.333, -2.689], [0.692, -1.737, -1.944], [3.643, 1.583, -0.664], [4.787, 0.222, -0.564], [3.099, -0.423, 1.501], [4.520, 0.595, 1.681], [3.650, 1.790, 3.581], [2.198, 3.663, 4.336], [0.410, 4.482, 2.795], [0.248, 3.429, 0.530], [3.914, 0.281, -2.848], [2.388, -0.582, -3.122], [3.605, 2.342, -3.960], [2.288, 4.432, -4.322], [0.114, 4.675, -3.086], [-0.661, 2.810, -1.664], [3.920, -2.045, -1.202], [2.735, -1.909, 0.112], [3.076, -4.078, -2.163], [1.317, -5.196, -3.539], [-0.861, -3.987, -3.874], [-1.168, -1.765, -2.782], [-1.409, 0.173, -1.918], [-2.360, 1.045, -2.140], [-2.757, 1.223, -3.481], [-3.788, 2.057, -3.836], [-4.504, 2.739, -2.859], [-4.147, 2.589, -1.538], [-3.072, 1.774, -1.151], [-2.682, 1.714, 0.233], [-1.536, 1.247, 0.701], [-1.543, 1.413, 2.050], [-2.711, 2.001, 2.421], [-3.423, 2.194, 1.267], [-2.206, 0.678, -4.231], [-4.042, 2.180, -4.879], [-5.317, 3.394, -3.136], [-4.712, 3.124, -0.786], [-0.719, 1.092, 2.652], [-3.080, 2.301, 3.381], [-4.340, 2.599, 1.196], [-0.074, -5.367, 4.091], [0.571, -4.130, 3.490], [-0.143, -3.731, 2.321], [-0.564, -2.173, 2.140], [-1.458, -2.124, 0.347], [0.961, -1.010, 2.587], [-1.656, -1.925, 3.314], [-2.953, -2.507, 3.218], [-3.966, -1.471, 2.764], [0.510, -5.705, 4.944], [-0.107, -6.159, 3.347], [-1.089, -5.147, 4.416], [1.605, -4.342, 3.193], [0.579, -3.312, 4.220], [-3.194, -2.881, 4.219], [-2.933, -3.347, 2.515], [-3.958, -0.623, 3.447], [-4.959, -1.913, 2.742], [-3.706, -1.128, 1.764]], "forces_ev_per_a": [[0.1, -1.9, 0.2], [0.3, 0.1, 0.1], [0.1, 0.0, -0.2], [0.3, 0.1, 0.3], [-0.2, 0.0, 0.0], [0.0, -0.1, -0.2], [0.1, 0.0, 0.1], [-0.1, 0.4, 0.1], [0.1, -0.1, -0.1], [-0.1, 0.3, -0.1], [0.2, -0.2, -0.1], [-0.9, -0.2, 0.5], [-0.1, 0.9, -0.5], [-0.5, -0.8, 0.7], [0.7, 0.6, -0.7], [0.2, -1.1, 0.3], [1.2, 1.6, -1.4], [0.0, -0.7, 0.1], [1.3, -1.2, -0.3], [0.2, 0.8, 0.4], [0.1, -0.8, -0.3], [-0.4, 0.7, 0.3], [-1.0, -1.1, -1.1], [0.2, 1.9, 1.0], [0.2, 0.0, 0.0], [-0.1, 0.0, 0.0], [0.1, 0.0, 0.0], [0.0, -0.1, 0.0], [0.1, 0.0, 0.0], [0.0, 0.0, 0.1], [0.0, 0.0, -0.1], [-0.2, 0.1, 0.0], [-0.1, 0.0, 0.0], [0.1, 0.1, 0.1], [0.1, -0.1, 0.0], [0.1, 0.1, 0.0], [-0.1, 0.0, 0.0], [-0.2, 0.1, 0.1], [-0.1, 0.0, 0.0], [0.1, 0.2, 0.1], [0.2, 0.0, 0.0], [0.0, -0.1, -0.1], [-0.2, 0.0, -0.1], [-0.1, -0.2, -0.1], [-0.1, 0.4, 0.3], [-0.5, -0.2, -0.1], [0.0, 0.1, -0.1], [0.1, 0.0, 0.0], [-0.2, 0.2, 0.1], [0.2, -0.1, -0.1], [-0.1, 0.0, -0.6], [0.0, 0.0, 0.5], [-0.6, 0.5, -0.4], [-0.4, 0.3, 0.6], [0.3, 0.0, 0.3], [0.0, -0.1, -0.3], [0.1, -0.1, -0.1], [0.0, 0.0, -0.1], [-0.1, 0.0, 0.0], [0.0, 0.1, 0.0], [0.1, -0.1, 0.2], [-0.1, 0.0, 0.1], [0.1, -0.1, 0.0], [0.1, 0.3, -0.3], [0.2, -0.1, 0.4], [-0.4, 0.5, -0.2], [-0.4, -0.8, 0.0], [0.2, -0.1, 0.7], [-0.2, 0.0, -0.1], [0.6, 0.2, -0.1], [-0.4, -0.2, -0.1], [0.2, -0.1, 0.1], [0.0, -0.1, 0.1], [0.0, -0.1, 0.0], [-0.1, 0.0, 0.0], [-0.1, 0.1, 0.1], [0.1, -0.1, -0.1], [0.0, 0.0, -0.1], [0.0, 0.0, 0.1], [-0.1, 0.1, 0.0], [-0.2, 0.0, 0.0], [0.0, 0.1, 0.0]], "mulliken_charge": [2.203, -1.320, -0.607, 0.438, -1.002, -0.556, -0.881, -0.177, 0.431, 0.618, -1.120, 0.465, -0.873, -0.636, -1.098, -0.198, 0.795, -1.302, 0.560, -0.735, -0.967, -0.819, -0.848, 0.799, 0.416, 0.483, -0.008, 0.498, 0.472, 0.414, 0.490, 0.282, 0.352, 0.411, 0.509, 0.432, 0.507, 0.309, 0.398, 0.389, 0.442, 0.385, 0.474, 0.469, -0.363, -0.314, -0.564, -0.734, -0.897, -0.963, 0.825, -0.347, 1.387, -0.396, -1.655, -0.022, 0.459, 0.460, 0.398, 0.298, 0.497, 0.515, 0.212, -1.263, -0.248, -0.360, 1.616, -0.497, -0.586, -0.478, -0.567, -0.801, 0.391, 0.300, 0.252, 0.317, 0.368, 0.377, 0.429, 0.242, 0.437, -0.019], "multiplicity": 2, "s_squared": 0.767, "e_tot_ev": -85669.56820, "e_above_lowest_kj_mol": 64.80, "orbital_gap_ha": [0.13524, 0.28130], "fmax_ev_per_a": 2.38}

=====

{"formula": "C32H37BrN5O5PbS", "method": "ωB97M-V with the def2-TZVPD basis set", "elements": ["Pb", "O", "C", "C", "C", "C", "C", "C", "C", "C", "N", "H", "H", "H", "H", "H", "H", "H", "H", "H", "H", "H", "C", "C", "C", "C", "C", "C", "C", "Br", "C", "O", "C", "C", "C", "C", "C", "C", "H", "H", "H", "H", "H", "H", "H", "H", "H", "H", "H", "H", "H", "H", "H", "H", "H", "H", "H", "H", "O", "S", "O", "O", "C", "N", "C", "C", "C", "N", "C", "C", "C", "N", "C", "C", "H", "H", "H", "H", "H", "H", "N", "C"], "coordinates": [[2.098, -0.376, -0.064], [1.479, -1.266, 2.268], [2.119, -0.927, 3.510], [1.506, 0.290, 4.173], [1.430, 1.539, 3.283], [2.754, 1.951, 2.711], [3.545, 2.901, 3.347], [4.757, 3.272, 2.791], [5.158, 2.681, 1.603], [4.324, 1.740, 1.035], [3.154, 1.375, 1.567], [0.519, -1.211, 2.363], [3.166, -0.758, 3.255], [2.072, -1.786, 4.181], [2.090, 0.501, 5.073], [0.495, 0.049, 4.512], [1.033, 2.361, 3.880], [0.727, 1.376, 2.466], [3.196, 3.351, 4.266], [5.377, 4.015, 3.275], [6.092, 2.941, 1.125], [4.602, 1.259, 0.102], [-2.295, 3.234, -5.830], [-1.589, 4.219, -4.898], [-0.818, 5.240, -5.752], [-2.652, 4.948, -4.058], [-0.612, 3.532, -3.960], [-0.403, 2.144, -3.984], [0.486, 1.582, -3.118], [0.785, -0.275, -3.175], [1.240, 2.356, -2.149], [2.035, 1.801, -1.361], [1.014, 3.801, -2.139], [0.116, 4.313, -3.031], [1.756, 4.672, -1.134], [3.273, 4.539, -1.344], [1.393, 6.151, -1.290], [1.370, 4.242, 0.291], [-2.981, 3.784, -6.475], [-2.882, 2.499, -5.277], [-1.590, 2.708, -6.477], [-1.511, 5.742, -6.428], [-0.052, 4.748, -6.354], [-0.336, 6.003, -5.141], [-3.361, 5.441, -4.724], [-2.215, 5.711, -3.414], [-3.205, 4.247, -3.431], [-0.936, 1.518, -4.682], [-0.063, 5.377, -3.034], [3.556, 4.869, -2.345], [3.613, 3.515, -1.206], [3.791, 5.174, -0.622], [1.652, 6.534, -2.279], [1.954, 6.730, -0.557], [0.332, 6.333, -1.108], [1.651, 3.211, 0.488], [0.294, 4.342, 0.449], [1.881, 4.886, 1.011], [0.272, -10.475, -3.388], [0.728, -10.137, -2.077], [1.902, -9.339, -1.938], [0.266, -10.895, -0.955], [-0.810, -8.515, -1.760], [-2.024, -8.910, -1.906], [-2.910, -7.917, -1.759], [-2.503, -6.620, -1.474], [-1.143, -6.372, -1.339], [-0.270, -7.387, -1.491], [-0.549, -5.047, -1.024], [0.829, -4.942, -0.874], [1.371, -3.706, -0.578], [0.638, -2.600, -0.436], [-0.684, -2.699, -0.584], [-1.315, -3.897, -0.872], [-3.956, -8.175, -1.869], [-3.241, -5.842, -1.358], [1.460, -5.812, -0.984], [2.442, -3.600, -0.447], [-1.253, -1.786, -0.460], [-2.391, -3.907, -0.972], [-1.138, 0.673, 0.587], [-0.051, 0.400, 0.306]], "forces_ev_per_a": [[-0.1, 0.0, 0.0], [0.0, 0.0, -0.1], [0.0, 0.0, 0.0], [0.0, 0.0, 0.0], [0.0, 0.0, 0.0], [0.0, 0.0, 0.0], [0.0, 0.0, 0.0], [0.0, 0.0, 0.0], [0.0, 0.0, 0.0], [0.0, 0.0, 0.0], [0.0, 0.0, 0.0], [0.0, 0.0, 0.0], [0.0, 0.0, 0.0], [0.0, 0.0, 0.0], [0.0, 0.0, 0.0], [0.0, 0.0, 0.0], [0.0, 0.0, 0.0], [0.0, 0.0, 0.0], [0.0, 0.0, 0.0], [0.0, 0.0, 0.0], [0.0, 0.0, 0.0], [0.0, 0.0, 0.0], [0.0, 0.0, 0.0], [0.0, 0.0, 0.0], [0.0, 0.0, 0.0], [0.0, 0.0, 0.0], [0.0, 0.0, 0.0], [0.0, 0.0, 0.0], [0.0, 0.0, 0.0], [0.0, 0.0, 0.0], [0.0, 0.0, 0.0], [0.1, 0.0, 0.0], [0.0, 0.0, 0.0], [0.0, 0.0, 0.0], [0.0, 0.0, 0.0], [0.0, 0.0, 0.0], [0.0, 0.0, 0.0], [0.0, 0.0, 0.0], [0.0, 0.0, 0.0], [0.0, 0.0, 0.0], [0.0, 0.0, 0.0], [0.0, 0.0, 0.0], [0.0, 0.0, 0.0], [0.0, 0.0, 0.0], [0.0, 0.0, 0.0], [0.0, 0.0, 0.0], [0.0, 0.0, 0.0], [0.0, 0.0, 0.0], [0.0, 0.0, 0.0], [0.0, 0.0, 0.0], [0.0, 0.0, 0.0], [0.0, 0.0, 0.0], [0.0, 0.0, 0.0], [0.0, 0.0, 0.0], [0.0, 0.0, 0.0], [0.0, 0.0, 0.0], [0.0, 0.0, 0.0], [0.0, 0.0, 0.0], [0.0, 0.0, 0.0], [0.0, 0.0, 0.0], [0.0, 0.0, 0.0], [0.0, 0.0, 0.0], [0.0, 0.0, 0.0], [0.0, 0.0, 0.0], [0.0, 0.0, 0.0], [0.0, 0.0, 0.0], [0.0, 0.0, 0.0], [0.0, 0.0, 0.0], [0.0, 0.0, 0.0], [0.0, 0.0, 0.0], [0.0, 0.0, 0.0], [0.0, 0.0, 0.0], [0.0, 0.0, 0.0], [0.0, 0.0, 0.0], [0.0, 0.0, 0.0], [0.0, 0.0, 0.0], [0.0, 0.0, 0.0], [0.0, 0.0, 0.0], [0.0, 0.0, 0.0], [0.0, 0.0, 0.0], [0.0, 0.0, 0.0], [0.0, 0.0, 0.0]], "mulliken_charge": [1.574, -0.415, -0.697, -0.903, -0.637, 0.335, -0.614, -0.527, -0.725, -0.476, 0.412, 0.293, 0.349, 0.339, 0.409, 0.405, 0.625, -0.084, 0.526, 0.447, 0.493, 0.396, -2.152, 1.982, -1.565, -1.544, -0.159, -0.211, -0.381, -0.171, 0.683, -0.786, -0.297, -0.301, 2.254, -1.591, -2.318, -1.235, 0.429, 0.426, 0.421, 0.466, 0.367, 0.330, 0.461, 0.328, 0.367, 0.600, 0.473, 0.383, 0.187, 0.451, 0.441, 0.431, 0.414, 0.071, 0.347, 0.487, -0.459, 1.091, -0.466, -0.460, 0.533, -0.459, -0.580, -0.389, 0.287, -0.341, 1.231, -0.773, -0.588, 0.179, -0.590, -0.884, 0.432, 0.395, 0.614, 0.475, 0.465, 0.290, -0.733, 0.116], "total_charge": 1, "e_tot_ev": -137590.07706, "e_above_lowest_kj_mol": 20.66, "orbital_gap_ha": [0.25995, 0.23710], "fmax_ev_per_a": 0.08}